1.
Entry from OMol25: C32H46BF4N5O2RbSi as an isolated structure (wB97M-V/def2-TZVPD).

The value obtained for the HOMO energy is -3.37 eV. As for the gap between HOMO and LUMO: 5.4 eV. The strongest force on any atom is 0.019 hartree/bohr. The total charge is -1.

XYZ file:
```
92
C32H46BF4N5O2RbSi wB97M-V/def2-TZVPD
Rb -0.00357 -0.53113 0.37211
C -3.68271 0.15578 -2.09505
C -2.87303 1.12569 -1.27954
C -1.87982 1.90945 -1.85968
C -1.14189 2.80421 -1.09287
C -1.39010 2.92805 0.26664
C -2.37872 2.14883 0.85639
C -3.10822 1.25366 0.08816
H -3.54482 -0.86368 -1.73078
H -3.38720 0.18337 -3.14203
H -4.74662 0.39469 -2.03364
H -1.66592 1.79896 -2.91730
H -0.36092 3.39347 -1.55866
H -0.81226 3.62201 0.86485
H -2.57370 2.21460 1.91869
H -3.86049 0.63686 0.56572
C -0.27640 -2.52752 -2.05434
Si 0.94791 -2.24153 -3.31311
C 2.54246 -1.44574 -2.61015
N 2.31306 -0.29400 -1.73886
C 3.40453 -0.01616 -0.81533
C 4.65785 0.54920 -1.49710
C 4.25919 1.57892 -2.57198
C 2.83896 2.08165 -2.32766
C 1.85714 0.91333 -2.44177
C 0.27807 -1.10520 -4.68545
C 1.04604 -0.71640 -5.78595
C 0.55121 0.15279 -6.74943
C -0.74095 0.65094 -6.63569
C -1.52704 0.27047 -5.55650
C -1.01641 -0.59462 -4.59544
C 1.69783 -3.70323 -4.32083
C 2.70154 -4.51905 -3.78827
C 3.17899 -5.63665 -4.46077
C 2.65603 -5.97818 -5.70019
C 1.65485 -5.19118 -6.25235
C 1.19001 -4.07399 -5.57032
H 0.05481 -3.25190 -1.29770
H -1.25593 -2.83976 -2.43101
H 3.27236 -1.23335 -3.41492
H 3.00393 -2.22712 -1.99440
H 3.63923 -0.93163 -0.26856
H 3.04152 0.69406 -0.06709
H 5.23703 -0.25927 -1.94892
H 5.29918 1.00725 -0.73804
H 4.28718 1.11155 -3.56134
H 4.96990 2.40816 -2.59897
H 2.56355 2.84760 -3.05745
H 2.77080 2.54873 -1.33950
H 1.73545 0.67639 -3.50065
H 0.86698 1.21740 -2.08346
H 2.05547 -1.10339 -5.89333
H 1.17141 0.44207 -7.59018
H -1.13196 1.32965 -7.38460
H -2.53823 0.65233 -5.46316
H -1.61699 -0.87722 -3.73868
H 3.11940 -4.28862 -2.81339
H 3.95810 -6.24471 -4.01479
H 3.02230 -6.85066 -6.22831
H 1.23381 -5.44875 -7.21783
H 0.40617 -3.47507 -6.02235
N 1.88746 2.07400 1.88497
C 1.44480 1.26538 3.03096
C 1.66893 1.98553 4.37568
C 1.79078 1.14787 5.64847
C 0.58962 0.29726 6.04323
N 0.10199 -0.66237 5.05454
C 0.64899 -1.82444 4.74585
N 1.92534 -2.10037 5.09757
N -0.09385 -2.76866 4.15526
C 2.17766 -0.09383 2.92971
O 3.30502 -0.16722 3.47628
O 1.56884 -1.01749 2.34256
H 2.90072 2.14550 1.91768
H 1.52230 3.01806 1.95622
H 0.37847 1.07469 2.89096
H 0.86589 2.72426 4.49586
H 2.59864 2.55486 4.28775
H 1.96378 1.82765 6.48977
H 2.68351 0.53222 5.56964
H -0.26568 0.94114 6.25384
H 0.82212 -0.24651 6.96208
H -0.75654 -0.42868 4.56175
H 2.60679 -1.39398 4.78764
H 2.21684 -3.02634 4.82355
H -1.07595 -2.55993 3.99253
H 0.36835 -3.30523 3.43814
F -2.22410 -1.72478 1.97414
B -2.77044 -0.95364 3.01133
F -4.05568 -0.54120 2.73159
F -2.72574 -1.72717 4.20746
F -1.92562 0.17998 3.23383
```

2.
Entry from OMol25: one molecule with the formula C4H8O2 (wB97M-V/def2-TZVPD).

The value obtained for the HOMO energy is -10.05 eV. As for the gap between HOMO and LUMO: 11.1 eV. As for the SMILES: C[C@H]1COCO1. The strongest force on any atom is 0.008 hartree/bohr. The total charge is 0. The energy relative to the best compared isomer or geometry (same formula, charge and spin) comes out at 31.9 kcal/mol.

XYZ file:
```
14
C4H8O2 wB97M-V/def2-TZVPD
C 1.58593 0.94403 -0.26798
C 0.17685 0.47597 0.06980
C -0.81328 -0.14691 -0.97644
O -1.29211 -1.32201 -0.33665
C -0.92156 -1.20350 1.01237
O 0.31550 -0.56533 1.02485
H 1.60229 1.76645 -0.98860
H 2.05042 1.30925 0.65751
H 2.20628 0.12096 -0.63543
H -0.37803 1.31194 0.52255
H -1.65599 0.53738 -1.15877
H -0.39283 -0.43681 -1.94521
H -1.65741 -0.59384 1.57015
H -0.82605 -2.19759 1.45186
```

3.
Entry from OMol25: an isolated ion of composition C14H7Cl4O7S2 and charge -1 in a non-equilibrium geometry (wB97M-V/def2-TZVPD).

The value obtained for the HOMO energy is -3.87 eV. As for the gap between HOMO and LUMO: 6.0 eV. As for the SMILES: COC1(Oc2c(Cl)c(Cl)c([O-])c(Cl)c2Cl)S(=O)(=O)c2ccccc2S1(=O)=O. The strongest force on any atom is 0.075 hartree/bohr. The total charge is -1. The energy relative to the best compared isomer or geometry (same formula, charge and spin) comes out at 22.5 kcal/mol.

XYZ file:
```
34
C14H7Cl4O7S2 wB97M-V/def2-TZVPD
C -0.65737 -0.36700 -0.01285
O -1.25143 0.82277 -0.71989
C -1.75985 1.95005 -0.27153
O -0.58459 2.90400 0.49536
C 0.56990 2.32653 0.76418
C 0.84259 1.81290 2.07654
Cl -0.41718 1.89635 3.28026
C 2.01562 1.13011 2.35719
Cl 2.13564 0.06883 3.71427
C 2.98665 0.86337 1.29027
O 3.64443 -0.22275 1.25162
C 2.85610 1.71636 0.10592
Cl 3.97662 1.36769 -1.15655
C 1.67298 2.39524 -0.14807
Cl 1.44745 3.22530 -1.65792
S -2.34509 2.89135 -1.80329
O -1.57574 4.07555 -2.08870
O -2.48529 1.84400 -2.79832
C -4.08553 3.34741 -1.49584
C -4.89417 3.99804 -2.42960
C -6.20734 4.33574 -2.06744
C -6.69470 3.97765 -0.80186
C -5.87960 3.28086 0.10534
C -4.56344 2.96114 -0.25984
S -3.32064 2.09897 0.78814
O -3.82265 0.74446 0.90579
O -3.12479 2.91368 1.96296
H -1.30537 -1.22388 -0.34790
H 0.37853 -0.51415 -0.42566
H -0.66213 -0.31320 1.07954
H -4.48391 4.26828 -3.40617
H -6.83777 4.88024 -2.77655
H -7.71576 4.25203 -0.52356
H -6.25292 3.02741 1.10274
```

4.
Entry from OMol25: a 11-piece molecular cluster, C32H49N12O5S2 overall in a non-equilibrium geometry (wB97M-V/def2-TZVPD).

The value obtained for the HOMO energy is -4.70 eV. As for the gap between HOMO and LUMO: 6.1 eV. The strongest force on any atom is 0.167 hartree/bohr. The total charge is -1.

XYZ file:
```
100
C32H49N12O5S2 wB97M-V/def2-TZVPD
C 2.62557 0.83184 -4.92456
C 1.10222 0.49782 -4.93041
N 0.79189 -0.19064 -3.65955
C -0.25781 -1.21981 -3.80940
C -1.71039 -0.70043 -3.83228
C 0.56916 0.67293 -2.59363
S 0.09619 0.09263 -1.12271
S 0.81553 2.47337 -2.71441
C 2.31244 2.83837 -1.69166
C 1.93474 2.87118 -0.19683
C 2.92563 3.72772 0.65364
O 2.88242 3.37919 2.04113
C 3.61423 2.29083 2.31275
O 4.40367 1.76740 1.58240
O 3.40532 1.79257 3.57096
C 2.56272 0.62053 3.39697
O 1.34045 0.71585 3.47845
O 3.12241 -0.46884 3.16199
H 2.95975 1.15120 -3.92648
H 3.16969 -0.11235 -5.11488
H 2.90619 1.57005 -5.68784
H 0.96669 -0.18693 -5.78404
H 0.47638 1.37529 -5.14078
H -0.08910 -1.71494 -4.78223
H -0.17640 -2.01540 -3.05340
H -2.36269 -1.58849 -3.89895
H -2.01520 -0.16674 -2.92102
H -1.93736 -0.05123 -4.69794
H 3.01468 2.01561 -1.91562
H 2.80111 3.75742 -2.04102
H 1.90547 1.88090 0.28037
H 0.93802 3.33343 -0.11274
H 2.54072 4.76220 0.60867
H 3.94325 3.75109 0.24054
C -0.30583 2.49802 5.52559
C -1.15885 3.66351 5.23316
N -1.82930 4.60960 4.98503
H -0.82164 1.83303 6.21903
H -0.07390 1.94829 4.61087
H 0.62845 2.82816 5.98151
C -3.47092 3.13924 1.31785
C -2.93411 3.84236 2.49069
N -2.48377 4.37019 3.41426
H -3.47358 3.80641 0.45797
H -2.85421 2.26820 1.09113
H -4.49028 2.81156 1.51867
C -4.70564 -0.73513 -6.46399
C -3.40257 -0.07401 -6.56153
N -2.38262 0.44218 -6.62902
H -5.42565 -0.06402 -5.99497
H -5.06008 -1.00477 -7.45915
H -4.62236 -1.64161 -5.85738
C -5.53045 -5.34339 -5.15877
C -5.07463 -4.03423 -4.68293
N -4.71867 -3.01118 -4.31668
H -6.22542 -5.21373 -5.98651
H -4.67789 -5.92945 -5.49787
H -6.03127 -5.87571 -4.35216
C 4.37905 -1.46455 5.84066
C 4.16066 -2.24424 7.06257
N 3.97477 -2.85785 8.01199
H 5.16504 -1.92274 5.24324
H 3.46251 -1.42906 5.24943
H 4.67281 -0.44834 6.09705
C 0.83943 -3.52475 6.32790
C 0.55523 -4.82077 5.70125
N 0.33447 -5.83189 5.21287
H -0.02582 -3.19482 6.90172
H 1.69572 -3.61577 6.99468
H 1.06200 -2.78285 5.56084
C 1.24526 -3.41998 10.55064
C -0.17988 -3.25150 10.24470
N -1.29115 -3.12051 10.00567
H 1.83544 -2.70661 9.97716
H 1.41738 -3.25277 11.61244
H 1.56185 -4.42873 10.29288
C -0.59807 -5.09208 -5.62645
C -1.57018 -4.00728 -5.80246
N -2.32593 -3.15946 -5.94149
H -1.03910 -5.89176 -5.03397
H -0.30564 -5.48693 -6.59775
H 0.28542 -4.71510 -5.11359
C -7.26701 -0.92632 -2.35263
C -7.00078 -0.10939 -3.53997
N -6.79086 0.53025 -4.46438
H -6.33056 -1.15618 -1.84742
H -7.91837 -0.38387 -1.66970
H -7.75112 -1.85581 -2.64578
C -0.21474 6.95172 -3.53047
C 0.72766 5.83022 -3.59431
N 1.45865 4.95098 -3.64022
H -0.87010 6.83384 -2.66927
H 0.33181 7.88838 -3.43716
H -0.81774 6.97887 -4.43623
C 6.81077 0.76643 3.08724
C 7.70653 -0.39467 3.02220
N 8.40611 -1.29991 2.97080
H 6.15034 0.67690 3.94750
H 7.39887 1.67895 3.18098
H 6.20690 0.82277 2.18649
```

5.
Entry from OMol25: a 9-piece molecular cluster, C48H48N6O6 overall in a non-equilibrium geometry (wB97M-V/def2-TZVPD).

The value obtained for the HOMO energy is -8.13 eV. As for the gap between HOMO and LUMO: 8.3 eV. As for the SMILES: Oc1ccc(O)cc1.Oc1ccc(O)cc1.Oc1ccc(O)cc1.c1ccncc1.c1ccncc1.c1ccncc1.c1ccncc1.c1ccncc1.c1ccncc1. The strongest force on any atom is 0.225 hartree/bohr. The total charge is 0. The energy relative to the best compared isomer or geometry (same formula, charge and spin) comes out at 27.5 kcal/mol.

XYZ file:
```
108
C48H48N6O6 wB97M-V/def2-TZVPD
O -40.92555 13.72588 23.00626
C -39.62743 13.96149 23.11886
C -39.19982 15.15065 23.62994
C -37.72082 15.42235 23.97532
C -36.75883 14.53285 23.36823
O -35.44609 14.80715 23.30672
C -37.22018 13.35133 22.77555
C -38.62559 13.04315 22.76643
H -40.90401 12.79943 22.62152
H -39.77972 15.89551 24.03777
H -37.39402 16.20106 24.48833
H -35.31796 15.80288 23.24753
H -36.62082 12.62675 22.42640
H -38.89825 11.95140 22.32366
O -29.81648 10.25828 18.65585
C -30.35693 11.38616 18.93437
C -30.15901 12.48093 18.23739
C -30.71700 13.78095 18.64681
C -31.55382 13.89444 19.75131
O -31.96078 15.13298 20.11421
C -31.75654 12.72828 20.59939
C -31.15941 11.51215 20.11094
H -30.32322 9.55305 18.92562
H -29.41380 12.62768 17.36728
H -30.39229 14.69837 17.98635
H -32.98788 15.14642 20.30337
H -32.26302 12.67149 21.49338
H -31.30841 10.67955 20.76210
O -33.95563 15.72764 26.02579
C -34.52002 16.32703 27.08751
C -35.16383 17.59334 26.88506
C -35.82893 18.25640 28.21389
C -35.80097 17.48826 29.32500
O -36.47066 17.96173 30.43084
C -35.15572 16.26595 29.43639
C -34.43271 15.75468 28.39516
H -33.52513 14.89421 26.20331
H -35.39210 18.15732 26.06745
H -36.40049 19.13700 28.05784
H -36.63874 19.02711 30.37381
H -35.18375 15.78488 30.28866
H -34.08936 14.73172 28.55571
C -32.63709 16.33796 16.11214
C -32.42900 15.05430 16.16752
C -33.39646 14.08235 16.62914
N -34.47090 14.58869 17.23764
C -34.63006 15.89541 17.42582
C -33.71512 16.83452 16.89866
H -31.86155 17.13404 15.54348
H -31.57574 14.63173 15.75447
H -33.16627 13.02883 16.50774
H -35.57094 16.17929 17.96870
H -33.96989 17.89913 16.79614
C -30.89488 18.08271 24.95039
C -30.34233 19.30889 24.44657
C -30.08808 19.40825 23.07761
N -30.12196 18.38785 22.19424
C -30.69204 17.24006 22.65908
C -31.03126 17.05279 24.03108
H -31.20423 17.89068 25.96796
H -30.29874 19.94192 25.21667
H -29.67859 20.39716 22.83835
H -31.06549 16.47165 22.01273
H -31.47652 16.10405 24.35697
C -34.57187 17.79349 20.70311
C -35.96547 17.54467 20.63014
C -36.68029 17.65197 21.77900
N -36.25477 18.27082 22.94750
C -34.80295 18.51629 23.00510
C -33.97837 18.29076 21.93850
H -34.00250 17.70757 19.94050
H -36.42802 17.02996 19.66769
H -37.73242 17.37294 22.07926
H -34.48455 19.08876 23.85568
H -32.86631 18.49643 21.96209
C -30.73543 23.10278 20.22159
C -31.64792 24.06655 20.58700
C -32.71650 23.80342 21.46499
N -33.06504 22.53128 21.81095
C -32.18669 21.49630 21.33739
C -31.02747 21.80014 20.58073
H -29.84215 23.19500 19.58016
H -31.69068 25.02021 20.41753
H -33.52839 24.55249 21.65350
H -32.41883 20.65998 21.65838
H -30.31318 21.18834 20.36722
C -40.29273 15.00985 19.20312
C -40.00932 16.18555 19.87938
C -39.38654 17.24308 19.17025
N -39.08949 17.20898 17.85337
C -39.51882 16.12653 17.07452
C -40.14773 15.02876 17.71232
H -40.96063 14.20955 19.60328
H -40.29783 16.21027 20.98596
H -39.09802 18.09907 19.68980
H -39.65048 16.08585 16.01116
H -40.51114 14.20175 17.09594
C -37.92122 20.76682 20.19567
C -38.37988 20.54047 18.88661
C -37.46313 20.68164 17.88451
N -36.10446 20.92596 18.13957
C -35.60751 20.97566 19.45557
C -36.54987 20.86479 20.48732
H -38.55176 20.54632 21.16227
H -39.34457 19.98301 18.43141
H -37.69423 20.42600 16.88118
H -34.40721 20.92066 19.64515
H -35.90160 20.32165 21.41340
```